A 12-piece molecular cluster, C58H96N2O26P overall. Source: the Open Molecules 2025 dataset; level of theory: the ωB97M-V functional and the def2-TZVPD basis.

Net charge: -1
Gap between HOMO and LUMO (eV): 6.41
Spin multiplicity: 1

Positions of all 183 atoms, in Å:
1 C 0.5636 -0.7824 1.9169
2 C 0.7956 -1.1624 0.3530
3 C -0.1995 -2.2346 -0.1339
4 C -0.1717 -2.6064 -1.5682
5 C 0.0943 -1.3605 -2.5284
6 C 1.0144 -0.2174 -2.0655
7 N 0.6650 0.0572 -0.5629
8 O 1.2677 1.1414 -0.1442
9 C 0.5881 1.0528 -2.9203
10 C 2.4818 -0.4502 -2.3652
11 C 2.1700 -1.8281 0.3501
12 H 0.3300 -1.6617 2.5369
13 H -0.3356 -0.1203 1.9672
14 H 1.3941 -0.2435 2.2168
15 H -1.2030 -1.9459 0.2857
16 H 0.0909 -3.1333 0.4597
17 H -1.2300 -2.8748 -1.7936
18 H 0.5608 -3.4141 -1.7378
19 H -0.8948 -1.0537 -2.8526
20 H 0.5506 -1.7328 -3.4581
21 H -0.0447 1.7192 -2.3561
22 H 0.0665 0.7905 -3.8174
23 H 1.4597 1.5780 -3.2650
24 H 2.8165 -1.4502 -2.1547
25 H 3.1779 0.2778 -1.9166
26 H 2.4721 -0.4546 -3.4561
27 H 2.3523 -2.2033 1.3713
28 H 2.9561 -1.1664 0.0523
29 H 2.1741 -2.6567 -0.3426
30 C 1.3873 3.1328 2.4886
31 C 0.0251 3.3632 3.1295
32 C -0.1067 4.5712 4.1601
33 C -1.5171 4.9400 4.6517
34 C -2.3077 5.2559 3.3606
35 C -2.3312 4.0439 2.2455
36 N -0.9380 3.9586 2.1370
37 O -0.4329 4.7598 1.2515
38 C -3.0038 4.5894 1.0056
39 C -3.1746 2.9086 2.9201
40 C -0.4834 2.0389 3.8421
41 H 2.0487 3.4135 3.2831
42 H 1.4139 3.7469 1.5791
43 H 1.6047 2.1346 2.1150
44 H 0.3354 5.4341 3.6361
45 H 0.6839 4.1955 4.7827
46 H -1.5655 5.8378 5.2183
47 H -1.9121 4.1143 5.2472
48 H -1.7130 6.0234 2.8391
49 H -3.3292 5.5978 3.5684
50 H -4.0343 4.8329 1.1952
51 H -2.9750 3.9036 0.1694
52 H -2.3096 5.3972 0.7038
53 H -4.2087 3.0915 2.7082
54 H -3.0353 3.0132 3.9765
55 H -3.0160 1.9118 2.5056
56 H -1.1768 2.1741 4.6383
57 H 0.4138 1.4986 4.2070
58 H -0.9043 1.4728 3.0318
59 P -1.8110 1.1411 0.2467
60 O -2.1985 0.3421 1.4921
61 O -2.9741 1.4367 -0.6593
62 O -0.8044 0.2090 -0.7739
63 O -0.8140 2.4333 0.4370
64 O -0.7068 -7.3556 -0.6075
65 C -0.8829 -6.7831 0.4232
66 O -0.2588 -5.6888 0.7741
67 C -0.4302 -5.4193 2.2119
68 C -1.6439 -6.2025 2.6270
69 C -1.7254 -7.2946 1.6184
70 H -0.4489 -4.3238 2.2592
71 H 0.5484 -5.7319 2.6215
72 H -2.5406 -5.6120 2.5619
73 H -1.5267 -6.5526 3.6514
74 H -2.7112 -7.6902 1.3725
75 H -1.0906 -8.1320 1.9805
76 O -2.5033 -2.2540 -6.0771
77 C -3.0319 -1.3744 -5.4510
78 O -2.4249 -0.4520 -4.6972
79 C -3.4050 0.4526 -4.0691
80 C -4.8289 -0.0588 -4.3930
81 C -4.5378 -1.2696 -5.2682
82 H -3.1258 1.4836 -4.3736
83 H -3.3218 0.3157 -2.9597
84 H -5.3665 0.7071 -4.9144
85 H -5.3329 -0.2220 -3.4509
86 H -4.9458 -1.1723 -6.2911
87 H -5.0170 -2.2061 -4.9122
88 O -2.9502 4.2984 -5.8405
89 C -2.6923 4.5228 -4.6912
90 O -2.0920 3.6143 -3.9104
91 C -2.0538 4.0822 -2.4932
92 C -2.3306 5.5954 -2.5581
93 C -3.0592 5.7919 -3.9118
94 H -1.0999 3.7547 -2.0308
95 H -2.8747 3.4527 -2.0466
96 H -1.3842 6.1186 -2.5717
97 H -2.8562 5.9905 -1.6642
98 H -2.8350 6.6210 -4.5600
99 H -4.1406 5.7745 -3.8160
100 O 5.0758 0.4886 2.4091
101 C 5.8589 1.1990 1.8428
102 O 5.7457 2.5286 1.9970
103 C 6.6939 3.2487 1.0730
104 C 7.0659 2.1782 0.0170
105 C 6.7997 0.8752 0.7902
106 H 7.5066 3.5931 1.6721
107 H 6.1043 4.0870 0.6632
108 H 8.0530 2.2276 -0.3501
109 H 6.4015 2.2517 -0.8371
110 H 7.6763 0.6116 1.3939
111 H 6.4947 0.0063 0.1933
112 O 2.1893 -0.8196 8.4805
113 C 2.5606 -1.0962 7.3769
114 O 2.4980 -0.2145 6.3764
115 C 3.1063 -0.6910 5.1412
116 C 3.9775 -1.8784 5.5984
117 C 3.2254 -2.3628 6.8037
118 H 3.6514 0.1628 4.7341
119 H 2.3289 -0.9920 4.4388
120 H 4.9586 -1.5579 5.9680
121 H 4.1839 -2.5621 4.7960
122 H 3.8444 -2.8911 7.5105
123 H 2.3589 -2.9654 6.5068
124 O 1.2861 5.9521 -3.8240
125 C 1.7766 5.3256 -2.8793
126 O 1.0684 4.7049 -1.9607
127 C 1.9110 4.3022 -0.8507
128 C 3.2818 4.0949 -1.5151
129 C 3.2671 5.0635 -2.6425
130 H 1.3598 3.4732 -0.4202
131 H 1.9201 5.0875 -0.0451
132 H 3.2029 3.0882 -1.9787
133 H 4.1022 4.0492 -0.8144
134 H 3.7137 4.7733 -3.5747
135 H 3.6597 6.0658 -2.4446
136 O -4.0025 -5.9793 0.1078
137 C -4.0376 -4.7705 -0.0852
138 O -4.2400 -3.9273 0.9592
139 C -4.1083 -2.4996 0.5692
140 C -3.9967 -2.4827 -1.0212
141 C -3.7019 -3.9369 -1.3364
142 H -3.2431 -2.0967 1.1213
143 H -4.9751 -1.9021 0.8225
144 H -3.2742 -1.8423 -1.4441
145 H -4.9787 -2.1862 -1.3312
146 H -2.6072 -4.0790 -1.4769
147 H -4.3310 -4.3308 -2.1094
148 O -0.1929 -2.6005 5.5503
149 C -1.2237 -2.4136 4.9682
150 O -1.9901 -3.4560 4.6313
151 C -3.1698 -3.0742 3.9150
152 C -3.2995 -1.5965 4.1291
153 C -1.8454 -1.0987 4.6285
154 H -3.9562 -3.6677 4.3843
155 H -3.0149 -3.3272 2.8822
156 H -3.9397 -1.3937 4.9587
157 H -3.5281 -0.9833 3.2899
158 H -1.9318 -0.4084 5.4348
159 H -1.3136 -0.6896 3.7705
160 O 3.3879 1.6062 -5.5056
161 C 2.3014 1.4978 -5.9570
162 O 1.8441 0.3949 -6.5681
163 C 0.4925 0.6782 -7.1856
164 C -0.0209 1.8917 -6.4837
165 C 1.2429 2.5814 -6.0345
166 H -0.1274 -0.2099 -7.0411
167 H 0.7422 0.8371 -8.2264
168 H -0.5496 1.6111 -5.5977
169 H -0.6675 2.4913 -7.1250
170 H 1.0756 2.9381 -4.9826
171 H 1.5875 3.4559 -6.5854
172 O 2.7659 -6.3496 1.2164
173 C 2.5149 -6.4891 0.0744
174 O 2.3201 -5.4644 -0.7292
175 C 1.8673 -5.8704 -2.0533
176 C 2.4096 -7.2891 -2.2556
177 C 2.4585 -7.8001 -0.7486
178 H 2.3656 -5.1400 -2.6910
179 H 0.7921 -5.8521 -1.9999
180 H 3.4143 -7.2657 -2.6593
181 H 1.7843 -7.8796 -2.9269
182 H 3.2935 -8.3714 -0.4316
183 H 1.5272 -8.2293 -0.4187

Cartesian forces (eV/Å) of the 6 atoms listed first:
C -2.9 0.1 -2.9
C -0.3 -0.9 1.6
C -0.5 0.1 3.3
C -0.2 1.4 -1.5
C 0.3 -1.8 -0.3
C -1.6 0.6 -0.4